1.
Entry from the Open Molecules 2025 dataset: a 2-piece molecular cluster, C18H35N5OS overall (ωB97M-V with the def2-TZVPD basis set).

```
60
Properties=species:S:1:pos:R:3:forces:R:3:mulliken_charge:R:1
C 2.318678 -2.957470 1.394280 -0.7 -0.2 -0.2 -1.8095
C 1.273194 -2.547361 0.322856 1.3 -0.4 0.0 2.2309
C 2.001455 -2.508502 -1.039470 -0.5 -0.1 0.0 -1.7248
C 0.147983 -3.579793 0.333083 -0.2 0.5 0.2 -1.8982
C -1.165189 -3.008038 -0.203520 0.2 0.0 0.0 0.8622
C -1.521691 -1.671393 0.423421 -0.4 0.1 0.0 0.7352
C -2.891140 -1.163171 -0.051739 0.1 0.3 0.4 -0.8743
N -3.797062 -2.225605 -0.558275 0.5 -0.3 -1.0 0.4540
N -4.008079 -2.140458 -1.995920 -0.1 -0.5 0.6 -0.6146
C -3.668869 -3.068421 -2.719354 0.5 -0.1 -0.4 0.5198
S -3.135196 -4.167953 -3.696580 -0.5 0.4 0.4 -0.2527
C -3.512819 -3.500351 -0.084718 -0.1 -0.5 0.0 0.1121
N -4.539811 -4.291326 0.160131 0.1 0.0 0.0 -0.2755
N -2.255556 -3.973514 0.159962 -0.8 1.8 0.7 -0.2863
H 2.043885 -2.582063 2.380316 0.1 0.1 0.0 0.3931
H 3.316659 -2.629924 1.116336 0.0 0.2 0.2 0.4747
H 2.324843 -4.051922 1.453863 0.2 0.0 0.0 0.3732
H 0.917278 -1.551471 0.568052 0.0 0.2 0.0 -0.5525
H 2.326241 -1.496732 -1.275179 0.1 0.0 0.1 0.2719
H 2.863652 -3.176833 -1.010031 0.0 0.0 -0.1 0.4939
H 1.365259 -2.857947 -1.860027 0.0 0.1 0.0 0.3667
H 0.455093 -4.476726 -0.210179 -0.1 0.0 -0.1 0.4038
H -0.025821 -3.887847 1.374150 -0.1 0.0 0.0 0.4926
H -1.156791 -2.931724 -1.293486 0.1 -0.1 0.0 0.0561
H -0.784149 -0.886158 0.246495 0.1 0.1 0.1 -1.1393
H -1.567278 -1.823008 1.507796 0.2 0.1 0.0 0.4199
H -3.391610 -0.695271 0.796631 -0.1 0.0 -0.1 0.1803
H -2.808714 -0.391381 -0.813993 0.1 -0.2 -0.2 0.5174
H -5.485565 -4.011893 -0.044858 0.0 0.3 0.2 0.2861
H -4.387105 -5.183552 0.604013 0.0 -0.2 -0.3 0.2767
H -2.170532 -4.130772 1.168552 0.2 -0.9 -0.2 0.4424
C -1.143602 2.846371 -0.793800 -0.1 0.0 -0.3 -1.7501
C 0.335647 2.414042 -0.787971 0.0 0.3 0.1 1.6919
C 1.177574 3.495213 -1.480622 0.2 0.1 -0.1 -1.6339
C 1.360098 4.784050 -0.675170 0.0 0.0 0.0 -0.6063
C 1.314460 4.548140 0.841172 -0.1 0.1 -0.1 -1.4207
C 1.645291 3.114176 1.271136 0.1 0.2 -0.2 1.8184
N 0.717752 2.206890 0.618689 -0.7 0.3 0.1 0.3283
O 0.926850 0.885577 0.979181 0.0 -1.1 -0.1 -0.8170
C 1.396758 3.027108 2.777436 0.1 0.0 0.2 -1.9770
C 3.130069 2.806831 1.013587 0.2 0.0 0.0 -1.7065
C 0.456303 1.153352 -1.638295 0.1 -0.1 -0.1 -1.2293
H -1.757931 2.071042 -0.328556 0.1 0.0 0.1 0.2854
H -1.515750 3.011628 -1.814099 0.0 0.0 0.0 0.3544
H -1.288569 3.767926 -0.229553 0.1 0.0 0.0 0.3701
H 2.163188 3.079004 -1.703781 0.0 -0.1 0.1 0.2884
H 0.735501 3.730124 -2.454838 0.0 0.0 0.0 0.6236
H 2.316295 5.235247 -0.952239 0.0 0.0 0.0 0.3758
H 0.596449 5.515597 -0.951674 0.0 0.0 0.0 0.3182
H 1.991669 5.247842 1.338678 0.1 -0.1 0.1 0.5269
H 0.314526 4.790925 1.213294 0.0 -0.1 0.0 0.3102
H 0.337478 3.175091 2.994668 0.0 0.0 -0.1 0.4217
H 1.967703 3.798625 3.304722 0.0 0.0 0.0 0.4154
H 1.694525 2.054926 3.168232 -0.1 0.0 -0.1 0.3336
H 3.765695 3.512670 1.557898 0.0 0.0 0.0 0.4048
H 3.394961 2.873471 -0.042915 0.0 0.0 0.0 0.3393
H 3.373135 1.801566 1.358343 -0.1 0.0 -0.1 0.3092
H 0.122700 1.369600 -2.658327 0.0 0.1 0.0 0.4346
H -0.160309 0.343767 -1.249330 0.1 0.0 0.1 -0.0399
H 1.487920 0.802818 -1.683428 0.0 0.0 0.1 0.2955
```
Forces are in eV/Å.

Total charge: 0
Spin multiplicity: 1
Frontier orbital gap: 1.74 eV

***

2.
Entry from the Open Molecules 2025 dataset: C18H36AsF6O18Tl as an isolated structure (ωB97M-V with the def2-TZVPD basis set).

```
80
Properties=species:S:1:pos:R:3:forces:R:3:mulliken_charge:R:1
Tl -0.888819 6.746359 6.297762 0.0 -0.1 -0.1 1.0003
As 0.953611 0.985059 1.589202 0.5 0.1 0.7 2.0407
F 2.406641 2.076129 1.236762 -1.9 -1.3 0.5 -0.5020
F 1.991771 0.039749 2.701382 -0.7 0.9 -1.0 -0.4525
F -0.350679 -0.200991 1.930652 0.8 1.3 -0.3 -0.4710
F -0.087679 2.032029 0.605992 0.9 -1.1 0.5 -0.4567
F 1.413811 -0.060841 0.212322 -0.3 1.2 1.1 -0.4675
F 0.433941 2.019539 2.997512 0.7 -1.1 -1.3 -0.5101
C -5.053529 4.179879 -8.437968 -1.5 0.9 0.2 -0.6452
O -3.807559 3.558519 -8.347118 1.3 -0.1 -0.8 -0.2780
C -3.330539 3.174839 -7.214788 -1.0 -1.5 2.8 0.9066
O -3.962449 3.083409 -6.123038 1.3 0.7 -2.4 -0.4715
O -2.093199 2.724829 -7.357278 -0.1 0.8 0.4 -0.2687
C -1.485619 2.150209 -6.210918 0.8 -1.8 1.4 -0.6957
H -5.001869 5.169689 -7.984398 -0.1 -0.1 0.2 0.3184
H -5.822519 3.578109 -7.953598 0.0 0.1 -0.1 0.3196
H -5.287609 4.338659 -9.490628 0.2 -0.4 0.1 0.2297
H -1.336209 2.671319 -5.265288 -0.3 1.4 -0.6 0.3244
H -0.496009 1.773879 -6.470058 -0.2 0.2 -0.6 0.2825
H -2.050099 1.303599 -5.820118 -0.3 -0.3 -0.6 0.2926
C -6.766029 -3.441341 -7.037078 0.4 -1.3 -0.5 -0.6227
O -6.751879 -2.388051 -6.096708 -0.5 -0.3 1.9 -0.2741
C -6.115219 -2.599031 -4.900458 1.1 0.8 -1.7 0.8139
O -6.312579 -1.898401 -3.953378 -0.7 0.1 0.6 -0.4072
O -5.085109 -3.432551 -5.010278 -0.7 -1.0 0.1 -0.2972
C -4.259669 -3.719091 -3.882698 1.1 0.0 1.3 -0.6835
H -6.022889 -3.158521 -7.782628 -0.1 -0.4 -0.2 0.2815
H -7.723079 -3.699511 -7.490418 -0.4 1.3 0.1 0.2975
H -6.547299 -4.413141 -6.594508 0.8 0.2 0.2 0.3078
H -4.664739 -3.734091 -2.870878 -1.1 0.8 -0.4 0.3263
H -3.449699 -2.989761 -3.870878 0.0 -0.2 -0.1 0.2883
H -3.858759 -4.732661 -3.876768 0.0 0.0 -1.2 0.2915
C -7.013419 -0.049141 4.515202 -1.1 -1.0 1.4 -0.6120
O -6.134209 0.938999 5.018242 -2.3 1.5 -1.6 -0.3013
C -5.059519 0.674639 5.634312 1.6 -0.9 -0.3 0.9433
O -4.291159 1.566769 5.867172 1.4 0.9 0.9 -0.4885
O -4.885949 -0.601411 5.858542 2.2 -2.0 0.6 -0.3436
C -3.537089 -1.187411 6.204172 0.1 0.0 0.3 -0.6666
H -7.950029 0.457309 4.282042 0.4 0.1 -0.5 0.2698
H -7.244759 -0.675991 5.376392 -0.2 -0.3 -0.1 0.3074
H -6.632789 -0.713051 3.739022 0.3 0.5 -0.2 0.2915
H -2.696589 -0.513821 6.371312 -0.8 0.9 0.1 0.3179
H -3.104619 -1.829751 5.437052 -1.1 0.0 -0.6 0.2915
H -3.643459 -1.807021 7.094602 -0.5 0.3 -0.1 0.2778
C 3.666481 -11.221931 6.552442 0.4 -2.0 0.4 -0.6512
O 3.528251 -10.423581 5.403842 -1.7 2.9 0.9 -0.2176
C 2.782701 -9.223421 5.600962 0.3 0.7 1.7 0.7358
O 2.291961 -8.787741 6.681052 1.7 -2.0 -4.1 -0.4621
O 2.842771 -8.582781 4.417242 0.1 -1.9 0.7 -0.2453
C 2.281901 -7.312541 4.220372 -1.1 1.1 0.4 -0.6143
H 4.435731 -10.960161 7.278972 -0.2 1.2 0.1 0.3137
H 4.110591 -12.162421 6.226342 -0.3 -0.1 -0.6 0.2764
H 2.728871 -11.480361 7.044592 -0.1 0.5 0.0 0.3130
H 2.720531 -6.623201 4.941842 0.0 0.2 -0.3 0.3024
H 1.197941 -7.292161 4.333092 -0.1 -0.4 0.6 0.3029
H 2.382091 -6.993081 3.183062 0.9 -0.3 0.1 0.2460
C 5.706571 7.684519 1.921082 -0.1 -0.7 -0.1 -0.6118
O 4.715111 8.070349 0.966162 -0.8 -0.6 1.0 -0.2642
C 3.393671 7.775139 1.145362 1.0 -0.4 1.8 0.8296
O 2.810511 7.221159 2.079712 1.4 0.7 -1.1 -0.5600
O 2.859521 8.281419 0.102712 0.1 0.7 -1.6 -0.2732
C 1.497361 8.220689 -0.244188 -0.3 0.0 1.5 -0.6341
H 6.648551 7.969439 1.452472 -0.1 0.2 0.3 0.2387
H 5.701841 6.599589 2.025992 0.0 0.0 0.1 0.3081
H 5.549211 8.120319 2.907702 0.0 0.3 -0.2 0.2838
H 1.259261 9.277379 -0.365918 -0.4 -0.4 -1.2 0.2628
H 0.917111 7.941989 0.635452 -0.1 -0.5 -0.1 0.3176
H 1.452191 7.453369 -1.017038 -0.7 0.7 -0.3 0.2663
C 7.229271 2.954249 -1.668148 0.0 1.2 -0.3 -0.6421
O 7.254421 1.564139 -1.869738 0.4 -0.5 -0.7 -0.2601
C 7.466211 0.785969 -0.851588 -0.7 -0.3 2.0 0.8943
O 7.832461 1.085329 0.285102 0.0 0.1 -1.4 -0.4437
O 7.075101 -0.427581 -1.180728 0.7 -0.7 0.1 -0.2527
C 6.982611 -1.484031 -0.210848 -1.0 -0.4 0.3 -0.6112
H 8.150251 3.294369 -1.194638 -0.3 0.0 0.4 0.3162
H 6.297661 3.185049 -1.151498 0.3 0.3 0.4 0.3132
H 7.192411 3.428429 -2.648908 0.0 -0.3 0.0 0.2395
H 7.498891 -2.370291 -0.579758 0.2 0.3 -0.1 0.2671
H 5.915951 -1.705881 -0.177288 -0.1 -0.2 -0.2 0.2777
H 7.229171 -1.259671 0.826922 0.5 0.5 -0.4 0.3336
```
Forces are in eV/Å.

Total charge: +2
Spin multiplicity: 1
Frontier orbital gap: 0.98 eV

***

3.
Entry from the Open Molecules 2025 dataset: a 7-piece molecular cluster, C18H36Br6O4 overall (ωB97M-V with the def2-TZVPD basis set).

```
64
Properties=species:S:1:pos:R:3:forces:R:3:mulliken_charge:R:1
C 18.619580 -13.947310 25.228530 1.2 0.0 -1.7 -0.8948
C 19.336720 -13.592450 23.863590 -0.5 1.8 0.7 0.6512
O 20.066860 -12.616610 23.807020 -0.5 -1.2 0.0 -0.5456
C 18.971050 -14.420050 22.651690 0.2 -1.0 0.4 -0.9113
H 17.842240 -13.189050 25.322820 -0.1 -0.2 0.2 0.2508
H 19.356990 -13.859380 26.026400 -0.2 0.1 0.0 0.2954
H 18.241080 -14.966960 25.156540 -0.3 0.2 0.3 0.3274
H 19.897730 -14.734150 22.171380 0.0 -0.1 0.0 0.2690
H 18.348500 -14.029430 21.846730 0.0 0.7 0.4 0.2920
H 18.444250 -15.288100 23.048010 0.1 -0.3 -0.4 0.2659
C 21.977390 -17.649820 15.640910 -1.8 0.5 -0.4 -0.8981
C 20.432730 -17.498450 15.512840 0.7 2.2 -1.6 0.7500
O 19.922260 -16.412060 15.206610 0.9 -2.1 0.9 -0.5777
C 19.675590 -18.748900 15.661850 -1.1 -0.3 0.9 -1.0766
H 22.225360 -18.708910 15.570640 0.4 0.2 0.4 0.2924
H 22.221380 -17.136290 16.570890 0.5 -0.3 0.0 0.2664
H 22.388050 -17.105220 14.790690 0.2 0.0 0.2 0.2992
H 19.696990 -18.986580 16.725400 0.2 -0.2 0.3 0.3012
H 20.122400 -19.605250 15.156750 -0.1 0.2 -0.2 0.3245
H 18.616520 -18.590510 15.458390 0.1 -0.2 -0.4 0.3186
C 16.225110 -2.165580 17.734950 1.3 0.3 0.2 -1.0672
C 15.110360 -1.363710 17.152140 -0.6 -0.3 0.0 0.7797
O 15.184960 -0.236970 16.742000 0.9 0.6 0.0 -0.5379
C 13.800030 -2.030880 17.120230 -1.8 -0.8 -0.4 -1.0247
H 16.567100 -2.919980 17.026400 -0.2 0.0 -0.2 0.2821
H 16.000940 -2.702460 18.656690 -0.4 0.1 0.0 0.3350
H 17.075170 -1.510480 17.925610 0.0 0.0 0.0 0.3156
H 13.789170 -3.080730 16.827310 0.5 -0.2 0.3 0.3283
H 13.103310 -1.565340 16.423120 0.2 0.4 0.0 0.3199
H 13.333860 -1.960130 18.102960 0.1 -0.1 0.2 0.2694
C 24.141080 -1.406380 15.515370 1.9 1.8 1.3 -0.9417
C 23.467180 -1.986160 14.423800 -3.9 -1.6 -2.8 0.7347
O 22.506640 -1.409460 13.884630 1.8 -1.1 0.7 -0.5899
C 23.932950 -3.372860 13.886860 -1.0 1.8 0.5 -0.9537
H 23.837050 -1.754570 16.502510 0.0 -0.1 -0.1 0.2544
H 23.974800 -0.336570 15.389050 0.1 0.1 0.6 0.2893
H 25.196580 -1.610960 15.336060 0.3 0.1 0.6 0.3186
H 23.542720 -3.281650 12.873200 0.9 -0.6 -0.3 0.3124
H 23.393000 -4.197710 14.351830 0.0 0.1 0.3 0.2623
H 24.996450 -3.431650 14.118420 0.0 -0.5 -0.8 0.3139
Br 15.843280 -9.109550 9.142330 -0.4 1.4 -0.1 -0.1912
C 15.216180 -7.156700 9.010750 0.5 -1.1 -0.9 -0.7112
C 14.583030 -6.769890 10.318520 0.2 -0.2 -0.4 -0.4770
Br 13.738730 -5.033900 9.983390 0.1 -0.2 0.4 -0.1601
H 14.558270 -7.116010 8.142650 -0.4 -0.4 0.4 0.3978
H 16.061750 -6.570850 8.650350 0.3 -0.1 0.8 0.4117
H 15.315060 -6.698370 11.122970 -0.1 0.3 -0.1 0.3583
H 13.828070 -7.499930 10.610370 -0.1 0.3 -0.1 0.3716
Br 20.195000 -9.393190 15.768680 -1.3 0.3 0.2 -0.1572
C 18.202460 -9.416880 15.576040 -0.3 -0.3 -1.3 -0.6166
C 17.358530 -8.786980 16.637870 0.8 -0.3 1.4 -0.5261
Br 15.434590 -8.813980 16.149600 1.1 0.0 0.2 -0.1451
H 17.959670 -10.479240 15.552590 0.1 0.1 -0.2 0.3533
H 17.925340 -8.964900 14.623670 0.6 -0.2 -0.2 0.3643
H 17.678890 -7.795650 16.958380 -0.4 0.1 -0.5 0.3892
H 17.543150 -9.428390 17.499620 -0.8 0.2 0.3 0.3376
Br 26.091470 -11.287470 21.198710 -0.8 0.7 0.0 -0.1686
C 24.935730 -9.738630 20.621620 1.2 0.1 -0.4 -0.6561
C 25.291910 -8.490320 21.450890 -0.3 -1.2 -0.2 -0.4865
Br 24.094610 -7.064530 20.975300 -0.3 0.3 -0.1 -0.1459
H 23.880750 -10.011540 20.596260 0.2 -0.1 0.5 0.4111
H 25.278790 -9.630800 19.592650 -0.2 0.2 0.1 0.3549
H 26.290870 -8.111260 21.235200 -0.1 -0.3 0.2 0.3478
H 25.130940 -8.722860 22.503560 0.2 0.3 -0.1 0.3435
```
Forces are in eV/Å.

Total charge: 0
Spin multiplicity: 1
SMILES: CC(C)=O.CC(C)=O.CC(C)=O.CC(C)=O.BrCCBr.BrCCBr.BrCCBr
Frontier orbital gap: 9.79 eV

***

4.
Entry from the Open Molecules 2025 dataset: a 3-piece molecular cluster, C18H36IN5O5 overall (ωB97M-V with the def2-TZVPD basis set).

```
65
Properties=species:S:1:pos:R:3:forces:R:3:mulliken_charge:R:1
C -1.284884 3.501333 -0.721122 -0.1 0.5 0.1 -0.8628
C -2.285009 3.317057 0.197330 0.3 -0.4 0.0 -0.3737
C -2.564709 2.054234 1.016094 -1.6 0.3 -2.5 -1.2879
C -1.406828 1.061219 1.085956 0.6 0.3 2.2 1.2106
C -0.120593 1.749093 1.640802 -0.1 -1.1 0.2 -1.0287
C -0.361201 2.678223 2.827281 0.4 0.9 -0.8 -0.3292
C 0.942948 3.254978 3.441893 -0.8 0.4 0.3 -0.7892
C 1.090972 4.773243 3.196937 0.5 0.0 0.0 -0.5007
O 1.596383 5.459995 4.332258 0.2 0.2 0.1 -0.4704
C 2.908787 5.039235 4.684269 -0.3 -0.4 -0.4 -0.6994
C -1.778855 -0.029295 2.148922 0.1 -0.8 -0.5 -0.8183
C -1.070775 -1.349529 1.882103 1.1 0.2 0.7 0.5582
C 0.334200 -1.590907 2.440556 -0.1 -0.1 0.1 -1.7242
N -1.623789 -2.257146 1.221363 -1.0 -0.7 -0.6 -0.5790
O -1.003748 0.498078 -0.168855 -0.7 0.6 -0.2 0.0126
C -2.012758 0.063546 -0.964287 1.1 0.3 -1.8 0.9489
O -3.002358 -0.461562 -0.602634 -1.6 -0.4 1.2 -0.5122
C -1.777526 0.279311 -2.457735 0.8 -0.2 0.2 -1.2025
C -0.477530 -0.362965 -2.979899 -0.8 -0.3 -0.1 -0.4772
C -0.337848 -1.837678 -2.539447 0.5 0.2 -0.5 -1.0310
I 1.257638 0.861681 -2.549306 -0.1 -0.3 -0.1 -0.0742
H -1.231814 3.072593 -1.716407 1.0 -1.6 0.8 0.2768
H -0.487953 4.210993 -0.470961 -1.1 1.4 -1.0 0.2232
H -2.928726 4.177988 0.406843 1.1 0.4 1.5 0.3916
H -2.842614 2.420612 2.004289 0.3 -0.2 0.1 0.5754
H -3.487999 1.598369 0.625158 0.2 -0.5 0.3 0.7309
H 0.497873 0.920572 2.010158 0.1 0.2 -0.2 0.2585
H 0.443740 2.205590 0.825038 -0.2 0.3 0.1 0.2079
H -0.977734 2.246995 3.617317 0.1 -0.3 -0.2 0.4711
H -0.926266 3.538556 2.445002 -0.1 -0.1 0.2 0.1365
H 1.839879 2.708748 3.142697 -0.1 0.0 0.0 0.4465
H 0.835740 3.167459 4.528097 0.2 -0.1 -0.1 0.3267
H 1.764637 4.998101 2.354226 -0.2 -0.2 -0.1 0.3230
H 0.128550 5.237964 2.975863 0.0 -0.1 0.1 0.3564
H 3.546805 5.876888 4.970805 -0.3 0.1 0.1 0.2797
H 2.838684 4.318194 5.505481 0.3 0.0 -0.1 0.2470
H 3.370304 4.561286 3.810305 0.2 0.0 0.2 0.3090
H -1.471780 0.274153 3.151930 -0.1 0.3 -0.1 0.3264
H -2.852717 -0.219532 2.163319 0.1 0.0 -0.2 0.5105
H 0.465177 -1.209580 3.457451 0.1 0.2 -0.2 0.3044
H 1.105854 -1.196312 1.773223 -0.1 0.2 0.2 0.3509
H 0.515924 -2.667629 2.497077 -0.1 0.0 0.0 0.5912
H -1.001406 -3.060059 1.141291 0.0 0.0 0.0 0.1348
H -2.596740 -0.213884 -2.984596 0.0 -0.1 0.2 0.3890
H -1.833330 1.340027 -2.711545 0.1 0.0 0.1 0.1994
H -0.561975 -0.361838 -4.065193 0.3 0.3 0.0 0.6865
H 0.474117 -1.966195 -1.823318 -0.3 -0.1 0.2 0.2474
H -0.092992 -2.438982 -3.418839 0.2 0.0 0.1 0.3636
H -1.271769 -2.251071 -2.150297 0.1 0.3 0.2 0.3801
C 3.215528 -2.745672 -5.095162 0.0 0.0 0.1 0.6571
O 3.483523 -3.444641 -6.057257 0.0 0.0 0.0 -0.6700
N 3.158873 -1.382515 -5.162671 0.0 0.2 -0.2 -0.2901
N 2.941324 -3.255656 -3.860761 0.1 -0.3 0.0 -0.2855
H 2.933841 -0.809054 -4.371054 0.0 0.1 0.0 0.0700
H 3.348678 -0.952511 -6.048746 0.0 0.0 0.0 0.1833
H 2.962961 -4.254638 -3.758417 -0.1 0.0 0.1 0.1597
H 2.717998 -2.692065 -3.062396 0.0 0.0 0.0 0.1496
C -0.178673 -5.829517 -1.843746 -0.1 0.0 0.0 0.6931
O 0.878782 -5.295701 -2.127426 0.1 0.1 0.0 -0.6196
N -0.846251 -6.640284 -2.714802 0.0 -0.1 -0.2 -0.4165
N -0.783449 -5.659344 -0.631239 0.0 0.1 0.2 -0.3528
H -1.717027 -7.088691 -2.502548 0.0 0.0 0.0 0.1545
H -0.428797 -6.786171 -3.615925 0.0 0.0 0.0 0.2244
H -0.317685 -5.068974 0.031840 0.0 0.0 0.0 0.1729
H -1.653617 -6.086713 -0.376585 0.0 0.0 0.0 0.1559
```
Forces are in eV/Å.

Total charge: 0
Spin multiplicity: 1
SMILES: [H]/N=C(\C)C[C@@](CC=C)(CCCCOC)OC(=O)C[C@H](C)I.NC(N)=O.NC(N)=O
Frontier orbital gap: 8.01 eV

***

The evaluated lowest unoccupied orbital energy for the records listed, in turn: -1.9; -12.8; 0.2; 0.1 eV.
The evaluated max |F| for the records listed, in turn: 2.040; 4.875; 5.098; 2.955 eV Å⁻¹.
The evaluated HOMO level for the records listed, in turn: -3.6817; -13.7497; -9.5988; -7.9522 eV.